Entry from OMol25: a 5-piece molecular cluster, C34H77IN4O12S overall (ωB97M-V/def2-TZVPD).

Cartesian coordinates (Å):
I (-0.5987, -0.0789, 3.2046)
S (-4.4738, 0.4104, 1.1528)
O (-2.3383, -1.8111, 1.6934)
O (-3.2980, 0.1464, 2.2169)
O (-3.6754, -3.3089, -3.6738)
O (-4.8282, -0.8197, 0.5482)
O (-4.5741, 3.4366, 1.0098)
O (-5.5945, 0.9859, 1.8007)
O (-2.2055, 4.5065, -0.5152)
O (-2.2728, 6.1022, -1.9218)
O (6.5848, -5.3783, 5.0798)
O (-5.7666, 4.1263, 1.0826)
O (3.4245, -1.2423, 4.4100)
O (-3.4901, 3.3786, -5.2308)
N (-5.0460, 4.1879, -7.5469)
N (-2.9703, -1.4116, -1.6170)
N (6.9430, -7.3400, 7.1625)
N (5.3019, -2.3348, 2.5244)
C (-2.6598, -0.2729, -3.7421)
C (3.7802, 3.9769, -0.5287)
C (-1.9291, 5.7609, -0.8686)
C (0.4715, 3.1544, -1.4163)
C (-4.4488, -2.7702, -4.7313)
C (4.5721, -0.5008, 4.0358)
C (-2.2238, -1.4544, -2.8832)
C (5.7424, -1.3514, 3.5209)
C (-0.4694, 2.1977, -2.1636)
C (5.9813, -8.5207, 5.2638)
C (-1.7346, 0.0147, 0.2422)
C (3.4826, -1.8220, 5.7014)
C (-2.3530, -2.8150, -3.5846)
C (-4.4999, 2.7313, -0.2220)
C (-2.1072, -0.4431, 1.6541)
C (2.6818, 4.3861, -1.5323)
C (-0.1077, -1.9558, -0.0858)
C (-5.6458, 3.3580, -6.4974)
C (-3.7439, 1.4209, -0.1341)
C (1.8753, 3.1501, -2.0442)
C (-3.7513, 4.0907, -4.0358)
C (-4.5799, 2.6073, -5.6835)
C (6.9492, -5.8205, 3.7831)
C (-1.7138, 4.0552, 0.7520)
C (5.4658, -6.0374, 5.6424)
C (-1.8575, 1.8453, -1.5960)
C (-2.1543, 1.5150, -0.1100)
C (2.0713, -0.4734, 0.7837)
C (6.5061, -2.0755, 4.6240)
C (5.7739, -7.4019, 6.2799)
C (-0.3535, -0.4383, -0.2935)
C (0.9287, 0.3456, 0.1295)
C (-6.5668, 4.2278, -5.6472)
C (-1.8014, 2.5425, 1.0123)
H (-0.8706, 2.2400, 1.4881)
H (-1.8800, -2.7998, -4.5752)
H (0.7096, -2.3216, -0.6987)
H (4.8877, -1.8435, 1.7359)
H (-2.2633, -0.3435, -4.7568)
H (0.5536, 2.9866, -0.3452)
H (-3.9211, -1.7188, -1.8103)
H (-4.1759, 3.4153, -1.0068)
H (1.7740, 3.2054, -3.1280)
H (-6.4424, 3.4827, 1.3567)
H (5.9121, -9.4915, 5.7553)
H (-0.6601, 2.6966, -3.1200)
H (-7.4552, 4.5023, -6.2168)
H (4.5208, -2.8476, 2.9278)
H (2.5396, -1.1433, 0.0673)
H (4.0607, 2.9284, -0.6344)
H (7.4535, -4.9958, 3.2800)
H (7.7016, -6.9145, 6.6344)
H (-1.0090, -2.4505, -0.4648)
H (-2.2888, 0.6567, -3.3066)
H (0.1114, 4.1752, -1.5498)
H (-1.1621, -1.3129, -2.6526)
H (-2.2035, 0.9665, -2.1557)
H (3.9329, -2.8167, 5.6596)
H (-4.5192, 3.5913, -8.1795)
H (1.9931, 5.0859, -1.0637)
H (-2.6083, -2.1279, -0.9920)
H (5.9769, -2.9535, 4.9891)
H (-5.0199, 2.0686, -4.8324)
H (4.9057, -7.6743, 6.8878)
H (4.6846, 4.5746, -0.6387)
H (-0.0453, -2.2380, 0.9586)
H (3.1751, 4.8526, -2.3835)
H (-6.8962, 3.6964, -4.7516)
H (-0.4283, -0.3786, -1.3773)
H (-2.8057, 4.2423, -3.5180)
H (-2.1647, -2.0780, 2.6062)
H (-5.2080, -3.5056, -4.9967)
H (-2.5291, 2.6343, -1.9232)
H (-6.0894, 5.1572, -5.3378)
H (6.9619, -8.4744, 4.7910)
H (7.4691, -2.4235, 4.2488)
H (-4.3326, 4.7657, -7.1079)
H (3.4434, 4.1017, 0.5024)
H (1.3868, 0.7336, -0.7773)
H (6.4453, -0.6682, 3.0337)
H (1.7651, -0.9970, 1.6828)
H (7.6533, -6.6536, 3.8425)
H (-6.2713, 2.6009, -6.9807)
H (-4.1370, 1.8508, -6.3392)
H (2.4597, -1.9382, 6.0610)
H (-3.9599, 0.8816, -1.0586)
H (-5.5296, 2.4789, -0.4992)
H (-3.7443, -0.1797, -3.8029)
H (-2.4145, -0.5624, -0.4017)
H (4.2438, 0.1477, 3.2185)
H (-3.8398, -2.5620, -5.6156)
H (-2.5365, 2.4252, 1.8065)
H (-4.4231, 3.5295, -3.3769)
H (5.1064, -5.3722, 6.4340)
H (2.8418, 0.2419, 1.0849)
H (-1.8079, -3.5527, -2.9892)
H (-1.3884, 6.4610, -0.2135)
H (6.7610, -6.6714, 7.9065)
H (0.7794, 1.2026, 0.7816)
H (4.0320, -1.1920, 6.4064)
H (6.0763, -6.1085, 3.1911)
H (0.1352, 1.3387, -2.4612)
H (2.4521, 2.2767, -1.7449)
H (6.6997, -1.4135, 5.4715)
H (-2.2306, 4.6040, 1.5404)
H (-4.1710, 5.0758, -4.2468)
H (-0.6721, 4.3727, 0.8476)
H (5.2208, -8.4888, 4.4805)
H (-4.9651, -1.8621, -4.4110)
H (4.8858, 0.1607, 4.8540)
H (4.6553, -6.1145, 4.9050)

Properties
Kohn-Sham gap	9.2	eV
structure (SMILES)	CCCCCC[C@]1(CCOC=O)[C@@H]([C@H](C)CC)[C@@](O)(I)OS(=O)(=O)[C@H]1COO.COC[C@@H](C)N.COC[C@@H](C)N.COC[C@@H](C)N.COC[C@@H](C)N
LUMO energy	0.0046	hartree

***

Entry from OMol25: a 7-piece molecular cluster, C34H78Cl4 overall (ωB97M-V/def2-TZVPD).

Cartesian coordinates (Å):
Cl (-3.2441, 6.2397, 2.9485)
Cl (-5.4806, 1.0414, -0.5507)
Cl (-0.7725, 6.4085, 5.0846)
Cl (-2.7296, -0.9329, 2.1087)
C (-0.5192, -3.9685, 2.0515)
C (-6.5593, -3.2837, -5.8814)
C (1.2448, -1.4187, -0.7314)
C (2.6119, 4.3912, -2.3417)
C (-0.0856, -4.6965, 0.7732)
C (5.0275, -1.1725, 1.7377)
C (4.3537, 4.7166, -4.1504)
C (-3.9571, 0.5470, 0.2642)
C (3.0968, 5.3585, -1.2435)
C (3.5928, -1.6250, 5.3389)
C (0.0365, 3.2055, 0.9299)
C (5.0853, -2.0920, 0.5140)
C (4.4236, -1.8649, 2.9501)
C (4.0164, -0.9043, 4.0598)
C (-1.8614, 7.7797, 4.7246)
C (-4.6877, -2.5975, -2.5107)
C (2.8739, 4.8359, -3.7737)
C (-5.5954, -2.3605, -3.7156)
C (0.6777, 0.8846, 0.1589)
C (2.3399, 6.6903, -1.2102)
C (-5.8006, -3.6042, -4.5835)
C (5.3555, -1.3367, -0.8041)
C (-4.2722, -0.3899, 1.4051)
C (0.6029, -0.6130, 0.4042)
C (-2.3266, -2.8026, -1.6231)
C (-0.9017, 4.0132, 1.8132)
C (0.0055, 1.7217, 1.2345)
C (-0.1687, -6.1235, -1.8609)
C (-3.2152, -2.7088, -2.8654)
C (0.9319, 6.5438, -0.6223)
C (0.2201, -4.4128, 3.3037)
C (-0.1651, -6.8883, -0.5442)
C (-3.2451, 7.3222, 4.3648)
C (-0.6924, -6.0813, 0.6417)
H (4.6707, 3.6798, -4.0330)
H (-0.3664, -2.8971, 1.9011)
H (-0.2678, -3.9857, 4.1853)
H (-3.3099, 0.1358, -0.5046)
H (4.1674, 5.5509, -1.3320)
H (-5.1587, -1.5607, -4.3234)
H (3.1690, -0.3234, 3.6829)
H (-4.8547, -1.7692, -1.8124)
H (0.5517, -1.5114, -1.5691)
H (1.0124, -4.7843, 0.7973)
H (5.8592, -2.8604, 0.5896)
H (4.1092, -2.5807, 0.4299)
H (2.2264, 7.0545, -2.2351)
H (-4.8284, -4.0193, -4.8592)
H (1.5233, -2.4094, -0.3709)
H (0.2133, 6.1003, -1.3115)
H (-1.7818, -5.9888, 0.5591)
H (4.5238, 5.0475, -5.1739)
H (-3.0905, -3.6473, -3.4203)
H (-6.5818, -2.0230, -3.3848)
H (-1.5976, -4.1166, 2.1712)
H (-2.4215, -1.9018, -1.0051)
H (-1.9643, 3.9299, 1.5818)
H (3.1005, 3.4249, -2.1746)
H (-3.8689, 8.1633, 4.0714)
H (-4.8196, -1.2640, 1.0656)
H (-7.6368, -3.2585, -5.7105)
H (-2.6141, -3.6564, -1.0085)
H (-0.7822, -7.7840, -0.6396)
H (-3.4998, 1.4623, 0.6353)
H (5.1539, -2.5942, 3.3206)
H (5.4535, -2.0011, -1.6618)
H (-0.4656, -6.6300, 1.5612)
H (-6.2562, -2.3142, -6.2788)
H (2.1361, -0.9366, -1.1429)
H (4.5221, -0.6569, -0.9802)
H (-6.3663, -4.0276, -6.6549)
H (-4.8440, 0.1532, 2.1518)
H (0.0627, -6.7823, -2.6973)
H (0.2491, 1.1166, -0.8218)
H (2.3021, 4.2092, -4.4624)
H (-2.8968, -1.9159, -3.5451)
H (-0.4625, -0.8768, 0.4010)
H (1.0513, 3.5821, 1.1074)
H (0.9872, -0.9046, 1.3840)
H (-1.8829, 8.4280, 5.5969)
H (1.2493, -4.0504, 3.3400)
H (1.7412, 1.1607, 0.1137)
H (0.2079, -5.4972, 3.4218)
H (6.0263, -0.8142, 2.0033)
H (0.8570, -7.2083, -0.3188)
H (0.5657, -5.3153, -1.8616)
H (4.4535, -2.0946, 5.8202)
H (3.5401, -2.4397, 2.6500)
H (-0.1500, 3.4057, -0.1310)
H (2.9065, 4.8353, -0.3008)
H (0.5298, 7.5016, -0.2864)
H (3.2373, -0.8891, 6.0650)
H (-1.2692, -2.8831, -1.8785)
H (6.3079, -0.8191, -0.6754)
H (4.4246, -0.3018, 1.4513)
H (-0.3027, -4.0675, -0.0935)
H (2.8148, -2.3648, 5.1560)
H (-6.3391, -4.3369, -3.9794)
H (-0.6825, 5.0845, 1.7539)
H (2.5377, 5.8652, -3.9149)
H (2.9093, 7.4289, -0.6468)
H (-1.0277, 1.3931, 1.3894)
H (1.5445, 4.2147, -2.1719)
H (4.8325, -0.2230, 4.3121)
H (-1.1338, -5.6365, -2.0237)
H (-0.7361, 3.7735, 2.8673)
H (0.5208, 1.5627, 2.1887)
H (-1.3966, 8.3112, 3.8970)
H (-3.7159, 6.7910, 5.1883)
H (0.9590, 5.9056, 0.2664)
H (-5.0235, -3.5017, -1.9895)
H (4.9689, 5.3312, -3.4908)

Properties
Kohn-Sham gap	11.3	eV
structure (SMILES)	CCCCCC.CCCCCC.CCCCCC.CCCCCC.CCCCCC.ClCCCl.ClCCCl
LUMO energy	0.0228	hartree

***

Entry from OMol25: a 9-piece molecular cluster, C34H82BrN4O11 overall (ωB97M-V/def2-TZVPD).

Cartesian coordinates (Å):
Br (-0.8455, 0.8256, 2.8267)
O (4.5078, 0.3702, 3.2234)
O (-2.4228, 3.0613, 2.6090)
O (-1.2125, -3.4289, 3.2618)
O (0.1643, 10.5317, -5.6147)
O (-6.1455, 1.1830, -2.0740)
O (3.6120, -1.5906, 2.5985)
O (-0.1039, -10.1034, -0.9461)
O (-0.3624, 5.6870, -4.1889)
O (4.2467, -4.0835, 5.4578)
O (1.1359, -6.8095, -0.4923)
O (0.8968, 2.7339, 6.4139)
N (-0.1557, 1.1284, -0.7940)
N (3.4114, 4.1498, 0.0928)
N (-1.0562, -1.0340, -0.6965)
N (-2.3761, 0.6318, 0.1132)
C (-2.0083, 2.1868, 1.9931)
C (-0.0991, 1.4923, -2.2232)
C (-8.4347, 1.8677, -2.4803)
C (1.5725, 5.0829, -1.3236)
C (-1.8695, -3.8517, 4.4569)
C (0.6585, -11.2088, -1.4286)
C (0.1118, -1.6803, -1.3093)
C (2.4439, -0.1710, 4.2873)
C (-4.3333, -0.5367, 1.5949)
C (-2.6975, -2.7194, 5.0319)
C (3.6363, -0.3912, 3.3251)
C (3.0585, 4.6422, -1.2767)
C (-3.5847, 0.3010, -0.7067)
C (2.5621, 10.7809, -5.4674)
C (1.8360, -6.5696, -2.7945)
C (3.8422, -5.3558, 4.9623)
C (4.6092, -5.7071, 3.7014)
C (-1.1936, 0.2516, -0.4771)
C (-2.4023, 2.0611, 0.4962)
C (0.6518, 3.7863, -1.1936)
C (1.1175, 6.7437, -5.7886)
C (0.0571, 5.6859, -5.5547)
C (-4.7035, -0.1007, 0.3348)
C (0.3194, -3.1527, -0.7807)
C (-7.1505, 2.1402, -1.7231)
C (1.2538, 11.3999, -5.9189)
C (2.8116, -1.3512, 1.4052)
C (0.0122, -12.5207, -1.0283)
C (-1.3873, 3.4754, 6.1201)
C (1.7260, -3.2243, -0.0920)
C (0.8263, 2.7784, -2.3820)
C (-0.0742, 3.6837, 6.8497)
C (1.6643, -2.4048, 1.2465)
C (1.9386, -7.3868, -1.5200)
H (2.3570, -0.3414, 1.5423)
H (3.3175, 3.8263, -1.9803)
H (1.3815, 5.6514, -0.3866)
H (-7.3177, 2.0651, -0.6480)
H (1.9065, 0.7680, 4.0644)
H (4.3094, -6.6855, 3.3204)
H (-0.7191, 6.5634, -4.0020)
H (0.4506, 4.6938, -5.7798)
H (0.7411, 0.8304, -0.4196)
H (-8.2661, 1.9212, -3.5588)
H (-9.2072, 2.5893, -2.2113)
H (1.2592, 11.5637, -6.9961)
H (1.8545, 2.3939, -2.5149)
H (0.1583, 10.3990, -4.6600)
H (0.9289, 3.3512, -0.2104)
H (3.5094, -1.3103, 0.5458)
H (4.4244, 4.2210, 0.2011)
H (-6.7750, 3.1436, -1.9453)
H (-0.8151, 5.8646, -6.1905)
H (3.2468, 3.1413, 0.1292)
H (2.7642, -5.3331, 4.7664)
H (0.7337, 7.7375, -5.5432)
H (-5.7826, -0.0240, 0.1317)
H (0.8000, -6.5253, -3.1420)
H (1.0869, 12.3620, -5.4247)
H (-0.4226, 4.0760, -1.1813)
H (-0.6458, -2.6839, 3.4938)
H (1.7673, -3.1062, 2.0981)
H (4.0668, -3.4336, 4.7683)
H (1.0205, 2.8609, 5.4664)
H (-4.5045, -1.5804, 1.9212)
H (-3.4419, -2.3836, 4.3068)
H (1.9824, 6.5677, -5.1452)
H (-8.8005, 0.8629, -2.2629)
H (-3.2100, -3.0317, 5.9431)
H (-3.8958, 1.1623, -1.3367)
H (4.4351, -4.9592, 2.9225)
H (2.9690, -7.4115, -1.1646)
H (1.7233, -1.0059, 4.1492)
H (-1.0031, -12.5820, -1.4232)
H (1.6749, -11.1389, -1.0268)
H (-1.8418, 2.7425, -0.1675)
H (1.0632, -1.1471, -1.1490)
H (-1.2498, 3.5853, 5.0412)
H (2.0537, -4.2717, 0.0510)
H (2.7166, 9.8172, -5.9566)
H (0.3328, -3.8492, -1.6437)
H (-0.1413, -10.1729, 0.0148)
H (-0.0546, -1.7138, -2.4056)
H (2.1592, -5.5406, -2.6164)
H (0.2245, -6.8002, -0.8073)
H (-2.0641, -1.8585, 5.2636)
H (1.3027, 5.7218, -2.1819)
H (4.0340, -6.0907, 5.7437)
H (0.7092, -1.8430, 1.3411)
H (-0.0613, -12.5990, 0.0594)
H (2.4657, -2.7254, -0.7578)
H (2.8087, -0.1397, 5.3323)
H (2.4520, -6.9991, -3.5863)
H (1.4467, 6.7430, -6.8289)
H (-3.4463, -0.5656, -1.3758)
H (0.4899, 3.2458, -3.3317)
H (0.5870, -13.3700, -1.4015)
H (1.6069, -8.4142, -1.6888)
H (-1.1148, -4.1855, 5.1750)
H (-5.9963, 1.2622, -3.0238)
H (0.7112, -11.1247, -2.5143)
H (3.6797, 5.5404, -1.4499)
H (-1.7644, 2.4654, 6.2938)
H (3.4063, 11.4325, -5.6992)
H (5.6822, -5.7197, 3.8988)
H (-0.4969, -3.4279, -0.0830)
H (0.3897, 0.7161, -2.8559)
H (-1.0796, 1.7417, -2.6686)
H (-2.5038, -4.7012, 4.2056)
H (-1.8177, -1.6539, -0.4164)
H (-3.4641, 2.3786, 0.4399)
H (-2.1390, 4.1939, 6.4520)
H (-0.2075, 3.5525, 7.9231)
H (-3.8695, 0.1282, 2.3498)
H (2.5493, 10.5954, -4.3898)
H (0.3142, 4.6913, 6.6714)

Properties
Kohn-Sham gap	7.8	eV
charge	+1
LUMO energy	-0.1123	hartree

***

These records have DFT total energy values of -85964.77694, -86614.53606, -135100.77929 eV, in the order they appear.